Record 1
Molecular formula: C16H22F6N3O12PTi
Method: DFT, the ωB97M-V functional and the def2-TZVPD basis

Summary:
- Net charge: +1
- LUMO level (alpha / beta): -3.831 / -7.067 eV
- HOMO-LUMO gap (alpha / beta): 6.76 / 6.36 eV
- DFT total energy: -94689.164 eV
- Energy above the lowest of the compared OMol25 structures with the same formula, charge and spin: 0.924 eV
- Spin multiplicity: 4

Element x y z (Å)
Ti 0.48599 0.53164 -0.21022
C 0.74466 3.59549 0.59071
C 1.87660 2.90280 1.29965
O 1.53373 1.51927 1.45670
C 1.04057 1.09049 2.72592
C -0.46555 1.30116 2.78205
O -0.95221 1.23146 1.42983
C -2.32255 0.83203 1.34226
C -2.79547 1.23964 -0.02360
O -1.82069 0.81082 -0.96877
C -2.29070 1.03511 -2.31170
C -1.16160 0.86628 -3.31095
O 0.03978 1.46169 -2.86561
C 0.11526 2.86680 -2.90621
C -0.29077 3.46708 -1.57835
O 0.42978 2.77184 -0.54315
H 1.06404 4.58026 0.24730
H -0.14536 3.70509 1.21565
H 2.08552 3.34971 2.27159
H 2.77855 2.91606 0.69164
H 1.54880 1.62631 3.52712
H 1.29592 0.03617 2.79558
H -0.73982 2.27829 3.18654
H -0.92992 0.51937 3.38512
H -2.90845 1.34166 2.10960
H -2.38936 -0.24617 1.50434
H -2.90865 2.32796 -0.08651
H -3.76324 0.77908 -0.23884
H -2.71372 2.04408 -2.35670
H -3.09297 0.32535 -2.53023
H -1.48063 1.29716 -4.26570
H -0.93194 -0.18326 -3.46657
H -0.49848 3.29092 -3.70794
H 1.15968 3.11023 -3.10389
H -1.35964 3.38392 -1.37586
H -0.01762 4.52285 -1.55220
O -0.32867 -7.26821 1.15852
N -0.28721 -6.57403 0.16872
O -0.28153 -6.94709 -0.97995
C -0.24409 -5.10618 0.39266
C -0.30074 -4.65306 1.71142
C -0.28316 -3.30495 1.87644
C -0.16329 -2.36135 0.79660
O -0.09495 -1.13644 1.04307
C -0.12147 -2.91923 -0.54656
C -0.16529 -4.27708 -0.73035
N -0.11709 -2.07496 -1.65028
O -0.37377 -2.53026 -2.78539
O 0.27097 -0.81181 -1.54754
N -0.39300 -2.72254 3.22110
O 0.44859 -3.02859 4.02757
O -1.33448 -1.97450 3.40000
H -0.36202 -5.34816 2.53611
H -0.14354 -4.69699 -1.72453
F 2.26669 -0.63731 0.26091
P 3.53843 -0.13858 -0.82259
F 3.93307 0.95248 0.27621
F 2.31319 0.95308 -1.33729
F 2.96321 -1.19284 -1.85440
F 4.50472 -1.19389 -0.18131
F 4.53590 0.46382 -1.86771

***

Record 2
Molecular formula: C3H9OP
Method: DFT, the ωB97M-V functional and the def2-TZVPD basis

Summary:
- SMILES: C=CP.CO
- LUMO level: 0.879 eV
- HOMO-LUMO gap: 10.46 eV
- DFT total energy: -14590.732 eV
- Energy above the lowest of the compared OMol25 structures with the same formula, charge and spin: 2.856 eV
- Spin multiplicity: 1

Element x y z (Å)
C -0.46324 0.29773 1.85342
C 1.82770 -0.17486 -1.29113
C -1.73474 0.22463 2.05693
O 2.93742 -0.96778 -1.69131
P -3.16717 0.17644 0.89522
H 0.24430 0.35798 2.64451
H -0.08253 0.48731 0.76555
H 1.14747 0.21508 -2.07400
H 2.13978 0.78724 -0.85386
H -2.06832 -0.02209 3.03216
H 1.26487 -0.70754 -0.48253
H 3.61671 -0.41949 -2.12294
H -4.14212 0.91357 1.59581
H -3.71574 -0.91113 1.55232

***

Q: Number 1 is which compound?
A: C16H22F6N3O12PTi

***

Q: Among the records above, which one has the highest energy above the lowest of the compared OMol25 structures with the same formula, charge and spin?
A: C3H9OP